(1)
The following is a DFT calculation (the ωB97M-V functional and the def2-TZVPD basis) of C41H40BrN2O4S2 as an isolated structure at a distorted geometry.

Calculated values
- Charge: -1
- M: 768.82 g mol⁻¹
- Multiplicity: 1
- HOMO energy: -4.093 eV

Atoms and positions in Å:
C1 2.59584 0.68434 -4.19562
C2 2.54178 0.23191 -2.84235
C3 2.84300 -0.54066 -1.41433
C4 3.44568 0.28032 -0.12012
C5 3.80333 1.87844 -0.06480
C6 4.63100 2.45665 -1.35566
O1 5.93483 2.21723 -1.62602
C7 3.77299 3.46496 -2.37781
C8 4.18345 3.68126 -3.98098
C9 3.28893 4.65226 -5.00680
C10 1.95972 5.44902 -4.47167
C11 1.54592 5.30091 -2.89036
C12 2.44076 4.33326 -1.88177
C13 3.65986 -0.62896 1.26726
C14 4.22045 0.01374 2.69466
C15 2.93678 0.50579 3.58882
C16 2.16634 1.84189 3.00971
C17 1.14843 2.40558 4.20944
C18 -0.35026 2.73084 3.54446
C19 -0.99552 4.06373 4.25262
C20 -0.22040 5.46196 3.88797
O2 0.56035 5.43162 2.63844
C21 -0.33740 5.61177 1.47828
C22 3.28314 -2.25634 1.34140
C23 2.67382 -3.02213 0.02783
C24 2.46263 -2.16828 -1.35509
C25 1.83269 -2.98017 -2.67500
O3 2.30913 -2.79814 -3.90998
C26 0.59794 -4.04073 -2.28999
C27 -0.71488 -4.15707 -3.26548
C28 -0.79750 -3.22874 -4.64180
C29 -1.24785 -1.79546 -4.64713
C30 -1.91237 -5.18430 -2.79452
C31 -1.74554 -6.02703 -1.37365
C32 -3.05233 -6.99445 -0.98132
C33 -4.42362 -6.05583 -1.04559
C34 -4.44233 -4.84570 0.07062
S1 -6.17601 -4.60535 0.76524
C35 -6.88213 -2.92561 0.30881
S2 -8.03429 -2.78941 -0.97962
N1 -6.54761 -1.60845 1.02094
C36 -7.18813 -0.24066 0.92208
C37 -6.44125 0.83733 1.95388
N2 -5.34588 -0.00878 2.63446
C38 -5.43948 -1.42276 2.03713
C39 -0.38842 -5.92471 -0.40220
C40 0.80482 -4.90395 -0.87262
C41 2.21157 -4.62810 -0.01018
O4 2.91013 -5.61453 0.59334
H1 2.67446 0.87024 -5.37220
H2 2.77219 2.44230 0.14151
H3 4.47126 2.12828 0.89276
H4 5.10138 3.14414 -4.46887
H5 3.55769 4.78364 -6.16195
H6 1.25305 6.13301 -5.14698
H7 0.58848 5.85297 -2.43954
H8 2.05714 4.29861 -0.75262
H9 5.05906 0.81835 2.54650
H10 4.72672 -0.89576 3.27382
H11 2.09122 -0.33089 3.69572
H12 3.29683 0.76367 4.67949
H13 1.54069 1.57840 2.04687
H14 2.91010 2.71136 2.76310
H15 1.54356 3.38536 4.71772
H16 1.01546 1.59827 5.07845
H17 -1.04821 1.76874 3.65391
H18 -0.14083 2.92833 2.38847
H19 -2.14201 4.12332 3.96335
H20 -0.90894 3.89905 5.42365
H21 -1.06697 6.29372 3.77956
H22 0.55312 5.74997 4.74915
H23 0.09745 5.03204 0.53578
H24 -0.48214 6.76555 1.21392
H25 -1.40914 5.18717 1.69432
H26 3.45070 -2.84197 2.36003
H27 -0.44658 -3.69953 -5.66760
H28 -0.43746 -0.94279 -4.83737
H29 -2.35652 -1.43698 -4.53868
H30 -2.85829 -5.25888 -3.49983
H31 -3.12324 -7.91303 -1.70212
H32 -2.83312 -7.40574 0.10596
H33 -4.58978 -5.54804 -2.09513
H34 -5.39396 -6.71136 -0.84347
H35 -4.07834 -3.80933 -0.37893
H36 -3.70058 -5.09047 0.95458
H37 -8.11739 0.04282 0.24332
H38 -6.68150 1.97571 2.14502
H39 -4.70028 -2.27183 2.38548
H40 -0.31003 -6.53625 0.60526
Br1 3.98261 4.27928 3.09261

Mulliken population analysis, charges in e, atoms 1 to 5:
1. C -0.50
2. C -0.48
3. C 0.47
4. C 0.34
5. C 0.75

(2)
The following is a DFT calculation (the ωB97M-V functional and the def2-TZVPD basis) of C41H40LiO2P2S6 as an isolated structure.

Calculated values
- Charge: -1
- M: 826.06 g mol⁻¹
- Multiplicity: 1
- HOMO energy: -2.945 eV

Atoms and positions in Å:
Li1 -0.40419 -1.59375 -2.40650
O1 1.60576 -1.44547 -1.73378
S1 2.88443 -0.85569 -2.22235
C1 2.56366 0.88461 -2.61556
C2 1.86831 1.65687 -1.50964
C3 1.17934 2.94114 -1.99164
C4 0.20751 2.81622 -3.16811
S2 -1.18521 1.68950 -2.81752
O2 -0.45316 0.40641 -2.58652
C5 -1.84732 1.72841 -4.47863
C6 -2.53660 2.86354 -4.88054
C7 -3.08560 2.90337 -6.15303
C8 -2.95465 1.80849 -6.99821
C9 -2.27615 0.67521 -6.57225
C10 -1.71495 0.62947 -5.30399
C11 3.88511 -0.62881 -0.74495
C12 3.52171 -1.34831 0.38101
C13 4.28750 -1.24655 1.53628
C14 5.40933 -0.43191 1.55335
C15 5.77913 0.27153 0.41208
C16 5.02326 0.16952 -0.74465
H1 1.92239 0.78889 -3.49224
H2 3.51297 1.32272 -2.93498
H3 2.58766 1.92191 -0.72972
H4 1.12994 0.99263 -1.06623
H5 1.94090 3.67054 -2.28977
H6 0.65073 3.37749 -1.14044
H7 0.68937 2.41747 -4.06261
H8 -0.20890 3.79362 -3.41894
H9 -2.67013 3.69586 -4.19791
H10 -3.63312 3.77980 -6.47661
H11 -3.40342 1.83205 -7.98345
H12 -2.20654 -0.19543 -7.21145
H13 -1.23066 -0.26814 -4.94069
H14 2.63761 -1.97155 0.33984
H15 3.99684 -1.80111 2.42029
H16 6.00162 -0.34625 2.45561
H17 6.65965 0.90157 0.42459
H18 5.31651 0.71246 -1.63486
S3 -3.58097 -0.53817 -2.53753
S4 -3.65831 -2.17825 -3.78303
S5 -1.76059 -2.79390 -4.31154
S6 -0.85821 -3.87042 -2.77596
C17 -0.10390 -1.46030 1.25321
P1 -1.49068 -1.10197 0.05133
C18 -1.95043 0.62783 0.44466
C19 -0.97342 1.58964 0.69478
C20 -1.30228 2.93145 0.83148
C21 -2.62143 3.34043 0.70200
C22 -3.60365 2.39475 0.43777
C23 -3.27414 1.05322 0.31157
C24 -2.86624 -2.06425 0.76784
C25 -3.50799 -1.75551 1.96635
C26 -4.54225 -2.55063 2.43559
C27 -4.94459 -3.66379 1.70776
C28 -4.31724 -3.97298 0.50997
C29 -3.28676 -3.17291 0.03480
P2 -0.24705 -1.37769 3.09197
C30 1.30162 -2.27003 3.56575
C31 1.65061 -3.48405 2.97531
C32 2.76570 -4.19590 3.39965
C33 3.55132 -3.71613 4.43638
C34 3.20377 -2.52008 5.05194
C35 2.09265 -1.80961 4.62356
C36 0.28437 0.35433 3.41229
C37 -0.58149 1.19060 4.10585
C38 -0.26069 2.52617 4.32346
C39 0.93811 3.03471 3.85277
C40 1.81934 2.20495 3.16535
C41 1.49322 0.87734 2.94885
H19 0.76275 -0.89243 0.90461
H20 0.11136 -2.50176 0.99787
H21 0.06271 1.29653 0.79624
H22 -0.52305 3.65300 1.05114
H23 -2.88292 4.38703 0.80432
H24 -4.63565 2.70111 0.31771
H25 -4.04294 0.32846 0.07411
H26 -3.20611 -0.88104 2.53027
H27 -5.03588 -2.30041 3.36716
H28 -5.75717 -4.28216 2.07108
H29 -4.63951 -4.82664 -0.07285
H30 -2.81317 -3.39648 -0.91588
H31 1.04980 -3.89752 2.17462
H32 3.01616 -5.13014 2.91282
H33 4.42228 -4.26915 4.76472
H34 3.80200 -2.13593 5.86951
H35 1.84113 -0.87731 5.11421
H36 -1.52664 0.79658 4.46146
H37 -0.95524 3.16824 4.85043
H38 1.18855 4.07576 4.01656
H39 2.75943 2.59621 2.79415
H40 2.18311 0.24083 2.40622

Mulliken population analysis, charges in e, atoms 1 to 5:
1. Li 0.46
2. O -0.19
3. S -0.11
4. C -0.98
5. C 0.83

(3)
The following is a DFT calculation (the ωB97M-V functional and the def2-TZVPD basis) of C41H41BO2P2V as an isolated structure at a distorted geometry.

Calculated values
- M: 689.48 g mol⁻¹
- Multiplicity: 4
- HOMO energy (alpha / beta): -6.797 / -6.089 eV
- <S²>: 3.8635

Atoms and positions in Å:
V1 3.03853 -1.19449 1.74336
C1 4.63329 -2.50686 0.93222
C2 3.61073 -2.26665 -0.03571
C3 2.41467 -3.15493 -0.23517
C4 1.14223 -2.77041 0.55053
C5 1.34671 -2.58811 2.00785
C6 2.49475 -3.02288 2.71967
C7 3.34231 -4.20469 2.25011
C8 4.70737 -3.79461 1.69854
C9 4.13796 -0.06600 3.41656
H1 5.57536 -1.95882 0.77694
H2 3.82924 -1.55830 -0.85582
H3 2.63508 -4.22227 -0.10599
H4 2.15322 -3.12138 -1.30401
H5 0.68511 -1.89218 0.07087
H6 0.39757 -3.55721 0.38236
H7 0.42652 -2.32941 2.56135
H8 2.61127 -2.73414 3.78033
H9 2.83534 -4.84051 1.51242
H10 3.48289 -4.88774 3.10417
H11 5.37222 -3.69276 2.55885
H12 5.16532 -4.62502 1.12685
H13 4.75595 0.81128 3.13486
H14 4.00619 0.02320 4.52079
H15 3.09200 0.02087 2.97894
P1 -2.29385 2.56670 -3.01001
P2 -4.07813 2.36398 -0.51929
C10 -3.58006 1.29092 -2.95721
C11 -4.43316 1.27812 -1.90156
C12 -2.64920 3.25703 -4.70607
C13 -3.34778 2.54429 -5.70222
C14 -3.46799 3.06277 -6.99648
C15 -2.98528 4.34376 -7.29378
C16 -2.41990 5.11528 -6.27183
C17 -2.26708 4.58573 -4.98209
C18 -0.79209 1.53067 -3.17550
C19 -0.39328 0.85469 -2.00539
C20 0.72688 0.03235 -2.03672
C21 1.44457 -0.13065 -3.22942
C22 1.03710 0.53882 -4.39016
C23 -0.06815 1.39019 -4.36501
C24 -5.86726 2.94400 -0.30983
C25 -6.40248 3.75447 -1.33300
C26 -7.75751 4.10274 -1.31075
C27 -8.59943 3.64594 -0.29115
C28 -8.06601 2.84519 0.72147
C29 -6.70665 2.51311 0.72641
C30 -4.00579 1.17737 0.86671
C31 -3.58858 1.70236 2.10597
C32 -3.56955 0.87345 3.22650
C33 -3.94671 -0.47107 3.10891
C34 -4.36327 -0.97908 1.87455
C35 -4.36860 -0.16721 0.74061
H16 -3.61437 0.56364 -3.76934
H17 -5.34033 0.67751 -1.87675
H18 -3.80534 1.58070 -5.49119
H19 -3.93979 2.46603 -7.78039
H20 -3.05360 4.73788 -8.31376
H21 -2.08966 6.13549 -6.48383
H22 -1.84118 5.19837 -4.18782
H23 -0.97502 0.97905 -1.08728
H24 1.04789 -0.47770 -1.12649
H25 2.31952 -0.78062 -3.24879
H26 1.58508 0.40050 -5.32276
H27 -0.37807 1.93297 -5.25855
H28 -5.76852 4.08869 -2.15797
H29 -8.17055 4.73393 -2.09791
H30 -9.65906 3.91364 -0.27408
H31 -8.70218 2.46947 1.51959
H32 -6.30854 1.88895 1.52665
H33 -3.29762 2.75261 2.17124
H34 -3.25272 1.28633 4.18648
H35 -3.90659 -1.11646 3.98731
H36 -4.67767 -2.01786 1.79071
H37 -4.66343 -0.57340 -0.22431
O1 6.41876 -1.11310 2.76349
B1 5.02153 -1.34463 3.19331
O2 5.04711 -2.34654 4.27416
C36 6.36175 -2.63553 4.47434
C37 6.93470 -3.47923 5.41806
C38 8.32981 -3.51473 5.50035
C39 9.12415 -2.72804 4.66563
C40 8.54457 -1.94371 3.66120
C41 7.16964 -1.89215 3.57884
H38 6.30097 -4.06637 6.06933
H39 8.80065 -4.15457 6.25064
H40 10.20644 -2.70509 4.81312
H41 9.14913 -1.34794 2.98225

Mulliken population analysis, charges in e, atoms 1 to 5:
1. V -0.25
2. C -0.39
3. C -0.56
4. C -1.24
5. C -0.26